The ion C12H13FN5O3 with charge +1 in a non-equilibrium geometry, computed with wB97M-V/def2-TZVPD.

Output
Net charge = +1
HOMO level = -13.19 eV
E = -28957.467 eV
Structure (SMILES) = CCOCn1c[n+](C(=O)NC(=O)F)nc1-c1ccccn1
Multiplicity = 1
Kohn-Sham gap = 9.7 eV

CARTESIAN COORDINATES (ANGSTROEM)
C 3.1373 -1.4192 0.7913
C 3.1252 -0.8242 -0.6112
O 1.8713 -0.1361 -0.8140
C 0.9655 -0.9589 -1.4333
N -0.4092 -0.5717 -1.0661
C -1.4724 -1.2725 -1.4325
N -2.5000 -0.6793 -0.9175
C -3.9459 -0.9956 -0.9538
O -4.6583 -0.5016 -1.7768
N -4.3842 -1.9047 0.0387
C -3.3902 -2.2285 1.0190
O -2.7239 -3.2257 1.0141
F -3.2465 -1.3136 1.9601
N -2.1546 0.4347 -0.2146
C -0.8751 0.4731 -0.3164
C -0.0476 1.5206 0.3284
C 0.4610 2.4925 -0.4561
C 1.1921 3.4874 0.1245
C 1.3427 3.4050 1.4775
C 0.8060 2.3570 2.1539
N 0.0928 1.3734 1.6323
H 2.5654 -0.7387 1.4062
H 2.6335 -2.3785 0.8381
H 4.1491 -1.5053 1.1586
H 3.2846 -1.5748 -1.3801
H 3.9289 -0.1130 -0.7059
H 1.0494 -0.8879 -2.5179
H 1.0853 -2.0026 -1.1602
H -1.4950 -2.1552 -2.0367
H -5.1279 -1.4244 0.5510
H 0.2794 2.4884 -1.5151
H 1.6130 4.3105 -0.4172
H 1.8811 4.1606 2.0143
H 0.9671 2.3088 3.2171